{
  "formula": "C17H18BF7NO17",
  "method": "ωB97M-V/def2-TZVPD",
  "symbols": ["B", "N", "C", "O", "F", "C", "O", "F", "H", "H", "H", "C", "C", "O", "C", "O", "O", "F", "H", "H", "H", "C", "C", "O", "C", "O", "O", "F", "H", "H", "H", "C", "C", "O", "C", "O", "O", "F", "H", "H", "H", "C", "C", "O", "C", "O", "O", "F", "H", "H", "H", "C", "C", "O", "C", "O", "O", "F", "H", "H", "H"],
  "xyz": [[2.5693, 1.9266, 1.9744], [1.0479, 2.0969, 2.4982], [0.2462, 1.0052, 2.2240], [0.0680, 0.4126, 1.2068], [-0.4512, 0.5806, 3.3231], [0.4402, 3.2606, 2.0475], [0.3980, 3.7278, 0.9605], [-0.2118, 3.9146, 3.0705], [3.1337, 1.2293, 2.8133], [3.1125, 3.0194, 1.9820], [2.6369, 1.4150, 0.8791], [-2.3504, -0.3682, -0.8336], [-2.0675, 0.2783, -2.1700], [-2.8934, -0.4852, -3.0487], [-3.9470, -0.9337, -2.3222], [-4.9472, -1.3709, -2.7995], [-3.7131, -0.8056, -1.0043], [-0.7817, 0.1390, -2.5474], [-1.7085, -1.2307, -0.6590], [-2.2586, 0.3145, 0.0044], [-2.3482, 1.3301, -2.2355], [-5.0276, 1.2577, -6.4217], [-4.8818, 1.5278, -4.9424], [-5.6662, 2.6973, -4.7718], [-6.6355, 2.6817, -5.7289], [-7.6037, 3.3624, -5.7235], [-6.3369, 1.7701, -6.6886], [-3.5981, 1.7930, -4.6017], [-4.2917, 1.8149, -7.0032], [-4.9642, 0.2027, -6.6724], [-5.2650, 0.7339, -4.2988], [2.4940, -2.6554, -2.5169], [2.5389, -3.0048, -1.0462], [2.9810, -1.8072, -0.4598], [2.5706, -0.7703, -1.2648], [2.5424, 0.3595, -0.9479], [2.1856, -1.2654, -2.4850], [3.4374, -3.9925, -0.7887], [3.4667, -2.8073, -2.9888], [1.7361, -3.2082, -3.0668], [1.5739, -3.2849, -0.6190], [-1.6518, 5.3048, 5.2117], [-1.5669, 4.8231, 6.6420], [-1.1814, 5.9988, 7.3365], [-1.6602, 7.0628, 6.6310], [-1.7420, 8.1674, 7.0550], [-2.0378, 6.6788, 5.3933], [-0.6193, 3.8756, 6.8133], [-0.6895, 5.2590, 4.7111], [-2.3876, 4.7702, 4.6189], [-2.5092, 4.4578, 7.0559], [6.8638, -7.2268, 0.5477], [5.7554, -7.0791, 1.5643], [4.6683, -6.6328, 0.7751], [4.8617, -7.1303, -0.4829], [4.0364, -7.1787, -1.3279], [6.1358, -7.5774, -0.6302], [6.0459, -6.1417, 2.4964], [7.3889, -6.2836, 0.3915], [7.5812, -8.0023, 0.8029], [5.4778, -8.0071, 2.0682]],
  "forces_ev_per_a": [[1.11, -0.28, -0.09], [-0.58, 0.25, -0.08], [-0.04, 0.00, -0.11], [-0.06, -0.13, 0.14], [0.06, 0.09, 0.04], [0.28, -0.52, -0.32], [-0.10, 0.33, 0.26], [-0.03, 0.00, -0.07], [-0.19, -0.05, 0.01], [-0.33, 0.13, 0.08], [-0.23, 0.38, 0.57], [0.02, 0.15, 0.27], [0.29, -0.20, 0.02], [-0.18, 0.22, 0.11], [-0.03, -0.16, 0.02], [-0.01, 0.02, -0.05], [0.11, 0.04, -0.10], [-0.05, -0.08, -0.09], [0.07, 0.02, -0.09], [-0.15, -0.03, 0.03], [0.07, 0.02, -0.06], [0.01, -0.20, -0.17], [0.13, 0.06, 0.00], [-0.18, -0.25, 0.01], [-0.01, 0.11, -0.06], [0.02, 0.05, -0.02], [0.09, -0.01, 0.10], [-0.04, 0.21, -0.01], [0.06, 0.06, 0.12], [-0.20, 0.00, -0.01], [0.11, -0.02, 0.05], [-0.16, -0.03, -0.21], [0.27, 0.10, 0.00], [-0.28, -0.02, -0.07], [-0.01, 0.07, 0.02], [0.13, -0.24, -0.67], [0.04, -0.11, 0.14], [0.02, 0.01, 0.04], [0.06, -0.08, 0.13], [-0.09, 0.14, 0.00], [0.05, -0.14, 0.05], [-0.12, 0.01, -0.09], [0.30, 0.00, -0.09], [-0.35, 0.00, 0.02], [0.08, 0.10, -0.07], [0.05, 0.02, 0.02], [-0.02, -0.13, 0.11], [0.01, 0.04, 0.06], [0.09, -0.05, 0.12], [-0.10, 0.17, -0.02], [0.04, -0.09, 0.03], [0.21, -0.13, -0.04], [-0.03, 0.38, 0.05], [0.20, -0.49, -0.12], [-0.18, 0.17, -0.18], [-0.03, 0.03, 0.01], [0.00, 0.05, 0.18], [-0.04, -0.02, 0.01], [-0.09, 0.07, 0.10], [-0.08, -0.11, -0.13], [0.01, 0.05, 0.11]],
  "nbo_charge": [-0.24, -0.74, 1.01, -0.58, -0.36, 1.00, -0.54, -0.38, -0.07, -0.06, -0.03, -0.13, 0.45, -0.50, 0.97, -0.60, -0.48, -0.31, 0.21, 0.24, 0.16, -0.13, 0.44, -0.49, 0.97, -0.56, -0.49, -0.33, 0.20, 0.21, 0.18, -0.13, 0.45, -0.49, 0.96, -0.49, -0.50, -0.34, 0.19, 0.20, 0.15, -0.13, 0.45, -0.50, 0.97, -0.57, -0.48, -0.32, 0.23, 0.21, 0.14, -0.13, 0.45, -0.48, 0.97, -0.55, -0.49, -0.32, 0.21, 0.20, 0.15],
  "charge": -1,
  "energy_ha": -2716.497582,
  "lumo_ev": 1.85
}